(P)
C4H8Si | ωB97M-V/def2-TZVPD

Last column: Mulliken charge in e.
Positions of all 13 atoms, in Å:
C  -1.65450  1.17017  0.53366  -0.429
Si  -2.12886  -0.49381  0.74691  0.254
H  -0.67515  1.50918  0.12713  0.052
H  -2.20245  2.12381  0.87122  0.250
H  -3.43917  -1.24117  1.06210  -0.059
H  -1.05948  -1.54929  0.51946  -0.100
C  1.72048  1.44688  -0.19050  -0.277
C  1.68487  0.25239  -0.37443  0.097
C  1.53757  -1.14921  -0.76266  -1.198
H  1.74172  2.39780  0.20766  0.471
H  0.62260  -1.16927  -1.33452  0.267
H  2.25604  -1.52910  -1.46054  0.347
H  1.59631  -1.76838  0.05451  0.326

Results
- Structure (SMILES): C=[SiH2].C#CC

(Q)
C4H8Si | ωB97M-V/def2-TZVPD

Last column: Mulliken charge in e.
Positions of all 13 atoms, in Å:
C  -2.61959  -0.28168  0.20665  -0.670
C  -1.63331  0.47887  -0.14483  -0.278
Si  0.23843  -0.40903  -0.42594  0.418
C  1.72619  0.62448  -0.54378  -0.539
C  1.81410  -0.25174  0.68086  -0.699
H  -3.53153  0.08727  0.59707  0.264
H  -2.53908  -1.28104  0.39281  0.244
H  -1.72087  1.54129  -0.28554  0.322
H  -0.06203  -1.83123  -1.00113  -0.114
H  1.37719  1.59756  -0.34051  0.237
H  2.53073  0.57083  -1.30018  0.298
H  2.60150  -1.06180  0.54100  0.220
H  1.81828  0.21620  1.62351  0.298

Results
- Structure (SMILES): C=C[SiH]1CC1

Computed stability ranking, most favorable first: (Q), (P)

(P)
C6H9F2N2 | ωB97M-V/def2-TZVPD

Last column: Mulliken charge in e.
Positions of all 19 atoms, in Å:
C  0.65000  -0.64345  -0.10366  -0.572
C  1.79012  0.13380  -0.04115  1.276
C  -0.63120  -0.04274  0.04864  0.455
C  -3.63435  -0.19075  0.13506  0.431
C  3.12726  -0.65629  -0.09299  -1.624
C  1.95411  1.55989  -0.21815  -1.260
N  -1.53285  -0.77420  -0.37507  -0.377
N  -4.67988  -0.93116  0.16131  -0.191
F  -0.69019  1.12354  0.67492  -0.186
F  -3.71817  1.09962  0.33465  -0.127
H  0.82462  -1.63464  -0.20430  0.448
H  3.91525  -0.20455  -0.59487  0.435
H  3.08566  -1.63787  -0.38769  0.394
H  3.68587  -0.66823  0.87015  0.360
H  1.82661  2.26665  0.74181  0.280
H  1.17922  1.86525  -0.87951  0.353
H  3.00875  1.90470  -0.31786  0.366
H  -4.58322  -1.86703  -0.21220  0.283
H  -5.57760  -0.70256  0.46093  0.257

Results
- Net charge: +1

(Q)
C6H9F2N2 | ωB97M-V/def2-TZVPD

Last column: Mulliken charge in e.
Positions of all 19 atoms, in Å:
C  3.06724  0.27392  -0.41114  -1.309
C  1.53132  0.69098  -0.34714  1.170
C  1.24997  2.11670  -0.16059  -1.195
C  0.59719  -0.30900  -0.23525  -0.492
C  -0.80970  -0.06166  -0.05096  0.265
F  -1.28548  1.19601  -0.10521  -0.186
N  -1.55849  -1.08661  0.12679  -0.267
C  -2.72365  -1.21157  0.63095  0.528
N  -3.55886  -2.42364  0.58180  -0.371
F  -3.21150  -0.25612  1.47082  -0.165
H  3.57388  0.06306  -1.28978  0.361
H  3.00433  -0.81795  -0.01798  0.310
H  3.65766  0.94921  0.05693  0.411
H  0.34788  2.40973  -0.84667  0.311
H  1.97455  2.84238  -0.62070  0.371
H  1.05174  2.46923  0.84056  0.335
H  0.88662  -1.36192  -0.32504  0.355
H  -3.20640  -3.11103  -0.08204  0.270
H  -4.58831  -2.37169  0.78466  0.300

Results
- Net charge: +1
- Structure (SMILES): CC(C)=C/C(F)=N/C(=[NH2+])F

Computed stability ranking, most favorable first: (Q), (P)

(P)
C3H3N3 | ωB97M-V/def2-TZVPD

Last column: Mulliken charge in e.
Positions of all 9 atoms, in Å:
C  1.31413  0.31054  -0.00365  -0.142
C  0.85288  -0.99422  0.00381  -0.118
N  -0.44643  -1.28535  -0.00257  -0.187
N  -1.33799  -0.31502  -0.00218  -0.359
N  -0.97803  0.94823  0.00464  -0.185
C  0.31827  1.27224  -0.00188  -0.132
H  2.37124  0.55286  0.00045  0.326
H  1.52071  -1.85673  0.00954  0.396
H  0.53342  2.33750  0.00110  0.400

Results
- Structure (SMILES): c1cnnnc1

(Q)
C3H3N3 | ωB97M-V/def2-TZVPD

Last column: Mulliken charge in e.
Positions of all 9 atoms, in Å:
C  1.96380  -0.57069  0.10928  -0.250
N  0.65856  -0.57011  -0.11238  -0.372
N  0.19235  0.66203  -0.06082  -0.186
C  -1.04939  0.84305  0.00368  -0.022
C  -2.27756  -0.07868  0.12221  0.343
N  -3.05256  -0.96790  -0.01077  -0.360
H  2.49846  -1.56923  -0.30025  0.236
H  2.46753  0.29254  0.47568  0.359
H  -1.40119  1.95899  -0.22662  0.253

Results
- Structure (SMILES): C=N/N=C\C#N

(R)
C3H3N3 | ωB97M-V/def2-TZVPD

Last column: Mulliken charge in e.
Positions of all 9 atoms, in Å:
N  0.84829  0.70463  -0.74744  -0.461
C  -0.09512  0.02211  0.05864  0.233
C  -1.07402  -0.83193  -0.55228  0.097
N  -1.97098  -1.39251  -1.03413  -0.403
C  0.28668  -0.23245  1.45154  0.222
N  0.59249  -0.34804  2.56367  -0.362
H  1.39022  1.42479  -0.28802  0.247
H  1.37403  0.19981  -1.44989  0.220
H  -1.35159  0.45359  -0.00209  0.207

(S)
C3H3N3 | ωB97M-V/def2-TZVPD

Last column: Mulliken charge in e.
Positions of all 9 atoms, in Å:
N  -0.75201  -0.29388  -0.24310  -0.152
C  0.48411  0.04897  0.61018  -0.518
C  1.66883  -0.47211  0.03883  0.289
N  2.62347  -0.87068  -0.49563  -0.411
C  -0.89593  1.10616  -0.20130  0.271
N  -1.39784  2.15318  -0.36870  -0.428
H  -1.49779  -0.85813  0.17873  0.309
H  -0.51278  -0.65387  -1.17168  0.345
H  0.27995  -0.15963  1.65266  0.295

Computed stability ranking, most favorable first: (P), (R), (Q), (S)